38
Properties=species:S:1:pos:R:3:forces:R:3 method="wB97M-V/def2-TZVPD" lumo_energy_ev="2.89 / 2.88" spin_multiplicity=2 s2=0.7771 gap_ev="2.512 / 5.811" relative_energy_kj_mol=103.29 total_charge=-1 energy_ev=-21936.72894
C 4.0781 -3.6886 -0.6774 1.16 -0.13 -0.35
C 1.8580 -1.0647 0.7970 0.73 -2.32 0.67
C 2.5431 -2.3462 0.8878 -0.65 1.51 0.02
C 3.2267 -2.5313 -0.3103 0.27 0.70 -0.74
C 3.0393 -1.4042 -1.1514 0.06 -1.35 1.19
C 1.1037 -0.6557 1.8864 -0.55 1.71 -1.45
C 0.9888 -1.3982 3.0814 0.58 -1.10 0.07
C 1.7301 -2.5988 3.2255 -0.64 1.86 -0.68
C 2.4714 -3.0373 2.1282 0.90 -1.21 0.70
N 2.1635 -0.5382 -0.4356 0.12 0.13 -0.41
H 0.5928 0.2962 1.7118 -0.13 -0.16 0.76
H 0.3016 -1.0640 3.8390 0.01 0.11 0.30
H 1.5821 0.1309 -0.8929 0.33 0.30 -0.18
H 1.7517 -3.0218 4.2291 0.08 -0.48 -0.41
H 3.2374 -1.4590 -2.2081 -0.36 0.70 -0.21
H 3.1467 -3.8881 2.2301 -0.23 -0.08 0.15
H 3.5988 -4.3910 -1.3539 -0.50 -0.54 0.32
H 4.4901 -4.1720 0.2167 -0.33 -0.28 -0.19
H 4.9735 -3.4421 -1.2847 -0.26 0.51 0.38
C -0.6503 3.0491 0.9493 1.52 1.51 1.11
C -0.6677 1.0622 -0.5906 -1.15 -0.84 0.05
C -1.2781 2.1177 0.0317 -0.46 -0.70 -1.80
C -2.6350 1.3076 -1.6580 0.30 0.40 -0.79
C -2.5356 2.3356 -0.6841 0.67 -1.14 0.96
C -3.6967 1.2252 -2.5540 -0.21 0.44 0.83
C -3.6078 3.1761 -0.4208 0.19 0.63 -1.47
C -4.7433 2.1023 -2.2904 -0.55 -0.89 -0.13
C -4.7210 3.0350 -1.2522 0.04 0.46 0.62
N -1.4680 0.5944 -1.6481 0.61 0.15 1.03
H 0.0986 0.3820 -0.2325 -0.16 0.67 -0.10
H -1.3288 -0.3159 -2.0502 -0.10 0.04 -0.06
H -1.0646 3.2426 1.9504 -0.47 -0.25 -0.45
H -0.5445 4.0151 0.4315 -0.32 0.06 0.27
H -3.7464 0.4881 -3.3487 0.02 0.08 0.11
H -3.4342 4.0662 0.1850 -0.47 -0.44 0.35
H -5.6653 1.9163 -2.8330 0.03 0.45 -0.13
H -5.5884 3.6643 -1.0594 0.10 -0.11 -0.24
H 0.4000 2.8103 1.1555 -0.18 -0.44 -0.09

---

42
Properties=species:S:1:pos:R:3:forces:R:3 method="wB97M-V/def2-TZVPD" lumo_energy_ev=0.34 spin_multiplicity=1 gap_ev=8.607 relative_energy_kj_mol=82.11 smiles="CCOc1ncccc1C(=O)OCC(=O)N1CCc2ccccc21" total_charge=0 energy_ev=-30129.13753
C 0.0849 -0.6772 -2.4268 -0.37 0.26 0.23
C -1.3125 -0.1017 -2.2743 0.08 -0.32 -0.53
O -1.3709 0.5687 -1.0178 0.12 0.01 0.11
C -2.5180 1.1606 -0.6884 -0.49 0.27 0.19
N -3.5566 1.0450 -1.4995 0.51 -0.23 -0.16
C -4.7152 1.5750 -1.1388 -0.17 0.12 0.22
C -4.9163 2.2240 0.0654 0.00 0.03 -0.01
C -3.8295 2.3632 0.9165 0.22 -0.17 -0.17
C -2.5956 1.8537 0.5413 -0.07 -0.13 -0.25
C -1.4253 2.0287 1.4334 -0.14 -0.06 0.37
O -1.4869 2.0390 2.6388 -0.04 0.09 -0.13
O -0.2972 2.1833 0.7350 0.09 0.07 -0.23
C 0.9269 2.3053 1.4451 0.38 0.16 0.40
C 1.9779 1.3526 0.8635 -0.38 0.45 0.12
O 3.0104 1.7928 0.3999 0.17 0.13 -0.07
N 1.6808 0.0355 0.9187 0.07 -0.16 0.02
C 0.4803 -0.5444 1.5188 -0.68 0.05 0.22
C 0.7453 -2.0549 1.6047 0.06 -0.01 0.12
C 1.9526 -2.2349 0.7341 0.04 0.18 -0.08
C 2.5560 -3.3955 0.3032 0.01 0.12 -0.03
C 3.6918 -3.3021 -0.4912 0.07 -0.14 -0.04
C 4.2073 -2.0638 -0.8334 -0.02 -0.09 0.00
C 3.6090 -0.8883 -0.4015 0.10 0.20 -0.06
C 2.4742 -0.9891 0.3831 0.23 -0.47 -0.15
H 0.1899 -1.1288 -3.4087 0.02 -0.06 -0.10
H 0.8247 0.1112 -2.3172 0.13 0.05 -0.03
H 0.2749 -1.4337 -1.6699 0.07 -0.12 0.07
H -1.5356 0.6167 -3.0703 -0.02 -0.12 0.10
H -2.0774 -0.8863 -2.3004 0.09 0.15 -0.05
H -5.5131 1.4564 -1.8596 -0.15 0.05 0.02
H -5.8841 2.6187 0.3273 -0.09 0.04 0.00
H -3.9153 2.8737 1.8641 0.00 0.02 0.09
H 0.7562 2.1178 2.5124 0.07 0.03 -0.20
H 1.3028 3.3244 1.3122 -0.03 -0.25 0.01
H -0.3760 -0.3432 0.8687 0.10 -0.06 0.13
H 0.2874 -0.1059 2.4999 -0.02 -0.01 -0.10
H 0.9673 -2.3668 2.6283 -0.05 0.01 0.00
H -0.1083 -2.6371 1.2572 -0.02 0.04 0.04
H 2.1518 -4.3584 0.5781 -0.04 -0.11 0.02
H 4.1751 -4.2020 -0.8402 0.06 -0.08 -0.04
H 5.0924 -2.0059 -1.4487 0.08 0.01 -0.06
H 4.0140 0.0739 -0.6634 0.01 0.03 0.00

---

45
Properties=species:S:1:pos:R:3:forces:R:3 method="wB97M-V/def2-TZVPD" lumo_energy_ev=-0.78 spin_multiplicity=1 gap_ev=8.486 relative_energy_kj_mol=351.74 smiles="O=C(CSc1cc([N+](=O)[O-])cc(S(=O)(=O)Cc2ccccc2)c1)NC1CC1" total_charge=0 energy_ev=-53842.95941
O -3.5902 -1.3218 0.9798 -0.04 -0.27 0.33
C -3.6699 -0.6644 -0.0315 -0.26 -0.11 -0.49
C -3.7074 -1.3249 -1.4087 0.31 -0.02 -0.05
S -2.3473 -0.6910 -2.4509 -0.03 -0.11 -0.09
C -1.0885 -0.6100 -1.2050 0.08 0.04 -0.13
C -0.8155 -1.6953 -0.3841 0.20 -0.07 0.14
C 0.1113 -1.5528 0.6380 -0.16 1.03 -0.60
N 0.4251 -2.6997 1.4688 0.11 -0.12 0.10
O 1.1541 -2.5157 2.4147 0.25 0.02 0.40
O -0.0398 -3.7659 1.1411 -0.18 -0.42 -0.06
C 0.7683 -0.3499 0.8635 -0.03 -0.32 0.24
C 0.5252 0.6921 -0.0075 0.26 0.47 0.05
S 1.4326 2.2445 0.1502 -0.31 0.09 -0.34
O 1.9233 2.3558 1.4917 0.32 -0.33 0.24
O 0.5889 3.2933 -0.3591 -0.02 -0.03 -0.31
C 2.8501 1.9914 -0.9950 -0.75 -0.02 0.51
C 3.2310 0.5626 -0.8551 0.50 -0.43 -0.13
C 3.9219 0.1377 0.2751 0.06 0.04 -0.15
C 4.1676 -1.2084 0.4796 0.01 -0.03 0.04
C 3.7272 -2.1440 -0.4424 -0.01 -0.04 0.04
C 3.0503 -1.7278 -1.5766 -0.05 -0.03 -0.07
C 2.8012 -0.3822 -1.7813 0.15 0.09 -0.01
C -0.3852 0.5779 -1.0370 -0.14 -0.05 -0.03
N -3.7046 0.6826 -0.0717 0.06 0.50 0.03
C -3.6710 1.5049 1.0988 -0.17 -0.06 0.20
C -2.6171 2.5659 1.2121 0.02 0.15 0.02
C -2.5447 1.3457 2.0757 -0.03 -0.02 -0.05
H -3.6284 -2.4059 -1.3007 -0.08 0.13 0.11
H -4.6254 -1.0789 -1.9417 -0.03 -0.03 0.01
H -1.3112 -2.6456 -0.5116 -0.03 0.00 -0.01
H 1.4536 -0.2328 1.6876 0.07 -0.06 0.04
H 3.6218 2.6804 -0.6631 -0.02 0.13 0.07
H 2.4966 2.2525 -1.9877 -0.03 0.04 -0.07
H 4.2460 0.8674 1.0013 0.04 0.08 0.11
H 4.6951 -1.5302 1.3642 0.05 -0.03 0.09
H 3.9118 -3.1945 -0.2776 0.02 -0.10 0.02
H 2.7102 -2.4520 -2.3016 -0.03 -0.07 -0.07
H 2.2671 -0.0620 -2.6648 -0.08 0.04 -0.09
H -0.5638 1.4235 -1.6831 -0.12 0.10 -0.08
H -3.7608 1.1470 -0.9671 0.06 -0.17 0.07
H -4.6577 1.7202 1.4982 0.14 0.05 0.10
H -2.8949 3.5034 1.6672 -0.08 0.06 0.05
H -1.8943 2.6692 0.4170 0.04 -0.07 -0.11
H -2.7729 1.4293 3.1259 -0.09 0.04 0.07
H -1.7898 0.6085 1.8542 0.02 -0.08 -0.13

---

40
Properties=species:S:1:pos:R:3:forces:R:3 method="wB97M-V/def2-TZVPD" lumo_energy_ev=0.30 spin_multiplicity=1 gap_ev=8.476 relative_energy_kj_mol=21.99 smiles="Cc1cccc(C(=O)NC(=S)N2CCc3ccccc3C2)c1" total_charge=0 energy_ev=-34822.33903
C -5.9983 -0.9057 -1.5315 -0.04 0.08 -0.02
C -4.9990 -0.5780 -0.4661 0.08 -0.01 0.06
C -5.3461 -0.6301 0.8792 0.10 0.01 0.00
C -4.4233 -0.3163 1.8625 -0.09 0.01 0.08
C -3.1410 0.0725 1.5215 0.10 0.05 -0.14
C -2.7800 0.1412 0.1782 -0.39 -0.19 0.02
C -1.4189 0.5291 -0.2722 0.24 0.01 -0.08
O -0.9415 0.1664 -1.3257 -0.14 0.06 -0.05
N -0.7480 1.3481 0.6164 -0.09 -0.33 0.27
C 0.4637 1.9952 0.3740 0.24 0.35 -0.04
S 0.5524 3.6051 0.7428 -0.09 0.49 0.16
N 1.4956 1.2994 -0.1031 -0.44 0.01 0.06
C 2.6823 2.0323 -0.5018 0.43 0.39 -0.23
C 3.6142 1.1541 -1.3298 -0.12 -0.04 0.17
C 3.9787 -0.0435 -0.5097 0.00 -0.05 -0.03
C 5.2717 -0.5087 -0.3412 -0.06 -0.01 -0.02
C 5.5122 -1.6062 0.4685 0.07 -0.04 0.03
C 4.4631 -2.2310 1.1210 0.03 -0.10 0.04
C 3.1691 -1.7635 0.9634 -0.02 0.06 -0.06
C 2.9240 -0.6722 0.1462 0.11 0.04 0.11
C 1.5390 -0.1534 -0.1036 -0.18 -0.61 -0.26
C -3.7085 -0.1968 -0.8014 0.11 0.05 0.12
H -6.5274 -0.0011 -1.8328 -0.07 0.00 -0.07
H -6.7332 -1.6207 -1.1692 -0.06 -0.05 -0.03
H -5.5060 -1.3149 -2.4102 -0.03 -0.04 -0.08
H -6.3464 -0.9270 1.1597 -0.10 -0.04 0.02
H -4.7055 -0.3776 2.9031 -0.02 -0.01 0.08
H -2.4238 0.2898 2.2996 0.06 0.01 0.06
H -1.3300 1.8665 1.2640 0.15 -0.03 -0.17
H 3.2061 2.3898 0.3946 -0.07 0.03 -0.13
H 2.3642 2.9122 -1.0693 0.05 -0.12 0.13
H 3.0976 0.8396 -2.2411 0.03 0.04 -0.08
H 4.4975 1.7253 -1.6146 -0.04 0.01 -0.02
H 6.0892 -0.0146 -0.8458 0.09 0.06 -0.05
H 6.5205 -1.9710 0.5949 0.09 -0.03 0.02
H 4.6526 -3.0825 1.7573 0.02 -0.07 0.06
H 2.3498 -2.2498 1.4732 -0.09 -0.04 0.07
H 0.8509 -0.5249 0.6605 0.08 0.03 -0.13
H 1.1825 -0.5249 -1.0756 0.03 0.06 0.24
H -3.4002 -0.1518 -1.8357 0.03 -0.02 -0.10

---

45
Properties=species:S:1:pos:R:3:forces:R:3 method="wB97M-V/def2-TZVPD" lumo_energy_ev=2.27 spin_multiplicity=1 gap_ev=6.077 relative_energy_kj_mol=0.00 total_charge=-1 energy_ev=-86136.20521
Pd 1.6172 -1.2243 0.1335 0.08 -0.04 -0.02
S 3.0914 1.6671 3.1602 0.00 0.00 0.01
C 3.3636 0.1034 3.8136 0.00 0.00 -0.01
C 3.0016 -0.8928 2.9589 -0.01 0.01 0.02
C 2.4783 -0.4098 1.7221 0.03 -0.06 -0.02
C 2.4738 0.9639 1.7054 -0.01 0.00 -0.02
C 1.9832 1.6872 0.5564 0.02 0.00 0.00
C 1.9657 3.0766 0.4223 -0.01 0.00 0.01
C 1.4914 3.6370 -0.7460 0.00 0.00 0.00
C 1.0481 2.8056 -1.7655 -0.01 -0.01 -0.01
C 1.0902 1.4380 -1.5586 -0.03 0.01 0.04
N 1.5319 0.8853 -0.4320 -0.04 0.00 -0.04
H 3.7816 0.0060 4.8037 0.00 0.00 0.00
H 3.0933 -1.9440 3.1882 0.00 0.00 0.00
H 2.3286 3.6939 1.2335 0.00 0.00 0.00
H 1.4719 4.7132 -0.8652 0.00 0.00 0.00
H 0.6729 3.1973 -2.7004 0.00 0.00 0.00
H 0.7441 0.7557 -2.3218 -0.01 -0.04 -0.03
S -0.3866 -4.0724 -1.4561 0.05 -0.04 0.07
Sb 0.1314 -4.3698 1.1363 0.00 0.01 -0.05
S 0.4336 -2.2113 -1.7736 -0.04 0.07 -0.02
S 2.2657 -3.3068 0.8047 0.03 0.01 0.08
S 0.6260 -6.5723 1.2937 -0.02 -0.03 -0.02
C -0.8929 -0.5849 2.3253 -0.04 0.01 0.04
N -1.0770 -0.1416 0.9555 0.00 0.00 0.01
C -1.5858 1.2105 0.9211 0.02 0.01 -0.01
C -1.9036 -1.0827 0.2126 -0.02 -0.02 -0.04
C -1.9632 -0.7760 -1.2635 0.02 0.03 0.01
C -3.0240 -0.0161 -1.7482 -0.02 -0.01 0.00
C -3.1307 0.3350 -3.0860 0.00 -0.02 0.00
C -2.1665 -0.0960 -3.9825 0.00 0.00 0.01
C -1.1149 -0.8761 -3.5255 0.00 0.02 0.00
C -0.9985 -1.2135 -2.1791 0.03 0.04 -0.02
H -1.8451 -0.5989 2.8864 0.00 0.00 -0.01
H -0.1977 0.0848 2.8344 -0.01 -0.01 0.00
H -0.4677 -1.5878 2.3376 0.00 0.00 0.00
H -2.5918 1.2922 1.3754 0.00 0.01 0.00
H -1.6434 1.5782 -0.1038 0.01 0.00 0.00
H -0.9100 1.8621 1.4781 0.01 0.00 0.01
H -2.9380 -1.0920 0.6053 0.00 0.00 0.01
H -1.4953 -2.0826 0.3622 -0.02 0.02 0.01
H -3.7832 0.3120 -1.0465 0.00 0.00 0.00
H -3.9677 0.9332 -3.4239 0.00 0.00 0.00
H -2.2363 0.1571 -5.0330 0.00 0.00 0.00
H -0.3653 -1.2434 -4.2154 0.00 0.00 0.00

---

What did the second record say?
42
Properties=species:S:1:pos:R:3:forces:R:3 method="wB97M-V/def2-TZVPD" lumo_energy_ev=0.34 spin_multiplicity=1 gap_ev=8.607 relative_energy_kj_mol=82.11 smiles="CCOc1ncccc1C(=O)OCC(=O)N1CCc2ccccc21" total_charge=0 energy_ev=-30129.13753
C 0.0849 -0.6772 -2.4268 -0.37 0.26 0.23
C -1.3125 -0.1017 -2.2743 0.08 -0.32 -0.53
O -1.3709 0.5687 -1.0178 0.12 0.01 0.11
C -2.5180 1.1606 -0.6884 -0.49 0.27 0.19
N -3.5566 1.0450 -1.4995 0.51 -0.23 -0.16
C -4.7152 1.5750 -1.1388 -0.17 0.12 0.22
C -4.9163 2.2240 0.0654 0.00 0.03 -0.01
C -3.8295 2.3632 0.9165 0.22 -0.17 -0.17
C -2.5956 1.8537 0.5413 -0.07 -0.13 -0.25
C -1.4253 2.0287 1.4334 -0.14 -0.06 0.37
O -1.4869 2.0390 2.6388 -0.04 0.09 -0.13
O -0.2972 2.1833 0.7350 0.09 0.07 -0.23
C 0.9269 2.3053 1.4451 0.38 0.16 0.40
C 1.9779 1.3526 0.8635 -0.38 0.45 0.12
O 3.0104 1.7928 0.3999 0.17 0.13 -0.07
N 1.6808 0.0355 0.9187 0.07 -0.16 0.02
C 0.4803 -0.5444 1.5188 -0.68 0.05 0.22
C 0.7453 -2.0549 1.6047 0.06 -0.01 0.12
C 1.9526 -2.2349 0.7341 0.04 0.18 -0.08
C 2.5560 -3.3955 0.3032 0.01 0.12 -0.03
C 3.6918 -3.3021 -0.4912 0.07 -0.14 -0.04
C 4.2073 -2.0638 -0.8334 -0.02 -0.09 0.00
C 3.6090 -0.8883 -0.4015 0.10 0.20 -0.06
C 2.4742 -0.9891 0.3831 0.23 -0.47 -0.15
H 0.1899 -1.1288 -3.4087 0.02 -0.06 -0.10
H 0.8247 0.1112 -2.3172 0.13 0.05 -0.03
H 0.2749 -1.4337 -1.6699 0.07 -0.12 0.07
H -1.5356 0.6167 -3.0703 -0.02 -0.12 0.10
H -2.0774 -0.8863 -2.3004 0.09 0.15 -0.05
H -5.5131 1.4564 -1.8596 -0.15 0.05 0.02
H -5.8841 2.6187 0.3273 -0.09 0.04 0.00
H -3.9153 2.8737 1.8641 0.00 0.02 0.09
H 0.7562 2.1178 2.5124 0.07 0.03 -0.20
H 1.3028 3.3244 1.3122 -0.03 -0.25 0.01
H -0.3760 -0.3432 0.8687 0.10 -0.06 0.13
H 0.2874 -0.1059 2.4999 -0.02 -0.01 -0.10
H 0.9673 -2.3668 2.6283 -0.05 0.01 0.00
H -0.1083 -2.6371 1.2572 -0.02 0.04 0.04
H 2.1518 -4.3584 0.5781 -0.04 -0.11 0.02
H 4.1751 -4.2020 -0.8402 0.06 -0.08 -0.04
H 5.0924 -2.0059 -1.4487 0.08 0.01 -0.06
H 4.0140 0.0739 -0.6634 0.01 0.03 0.00